Here is a molecular structure, C35H27ClCoN2O2P from the Open Molecules 2025 dataset. Energies are from ωB97M-V/def2-TZVPD.

Each line ends with the Mulliken spin population.
Cartesian coordinates (Å):
1 Co 0.73 1.10 -1.46  0.92
2 C 2.30 3.58 -0.43  0.00
3 O 1.06 2.96 -0.82  0.01
4 C -0.12 3.63 -0.51  0.01
5 C -0.17 4.91 -0.02  0.00
6 C -1.42 5.47 0.25  0.00
7 C -2.58 4.74 0.02  0.00
8 C -2.51 3.45 -0.47  -0.01
9 C -1.27 2.88 -0.73  -0.01
10 N -1.07 1.56 -1.21  -0.03
11 N -2.10 0.84 -1.33  -0.01
12 C -2.04 -0.41 -1.82  0.02
13 C -0.88 -0.94 -2.45  0.00
14 O 0.27 -0.36 -2.47  0.00
15 C -0.98 -2.21 -3.12  0.00
16 C -2.13 -2.92 -3.08  0.00
17 C -3.29 -2.45 -2.39  0.01
18 C -4.46 -3.23 -2.33  0.00
19 C -5.57 -2.78 -1.66  0.01
20 C -5.54 -1.52 -1.04  0.00
21 C -4.41 -0.74 -1.09  0.00
22 C -3.26 -1.19 -1.77  0.00
23 H 2.45 4.50 -0.99  0.00
24 H 3.09 2.87 -0.66  0.00
25 H 2.29 3.78 0.64  0.00
26 H 0.73 5.49 0.15  0.00
27 H -1.47 6.48 0.63  0.00
28 H -3.54 5.19 0.23  0.00
29 H -3.41 2.87 -0.66  0.00
30 H -0.09 -2.57 -3.62  0.00
31 H -2.18 -3.88 -3.57  0.00
32 H -4.47 -4.20 -2.82  0.00
33 H -6.47 -3.38 -1.62  0.00
34 H -6.41 -1.16 -0.52  0.00
35 H -4.39 0.22 -0.60  0.00
36 Cl 3.01 0.64 -2.21  0.01
37 C 3.89 0.10 -0.78  0.00
38 C 5.27 0.05 -0.89  0.00
39 C 6.01 -0.38 0.21  0.00
40 C 5.37 -0.75 1.38  0.00
41 C 3.98 -0.69 1.46  0.00
42 C 3.21 -0.27 0.38  0.01
43 P 1.39 -0.17 0.43  0.06
44 C 0.98 0.27 2.14  -0.01
45 C 0.65 1.60 2.42  0.01
46 C 0.35 1.98 3.72  0.00
47 C 0.36 1.05 4.74  0.00
48 C 0.67 -0.28 4.46  0.00
49 C 0.97 -0.67 3.17  0.00
50 C 0.82 -1.88 0.26  0.00
51 C -0.51 -2.15 0.59  0.01
52 C -1.03 -3.42 0.39  0.00
53 C -0.23 -4.42 -0.15  0.00
54 C 1.09 -4.15 -0.49  0.00
55 C 1.62 -2.88 -0.28  0.01
56 H 5.76 0.34 -1.81  0.00
57 H 7.09 -0.42 0.14  0.00
58 H 5.94 -1.08 2.23  0.00
59 H 3.49 -0.97 2.38  0.00
60 H 0.62 2.32 1.62  0.00
61 H 0.09 3.01 3.93  0.00
62 H 0.12 1.34 5.75  0.00
63 H 0.66 -1.02 5.26  0.00
64 H 1.18 -1.71 2.96  0.00
65 H -1.14 -1.37 1.01  0.00
66 H -2.06 -3.62 0.64  0.00
67 H -0.64 -5.41 -0.31  0.00
68 H 1.71 -4.93 -0.91  0.00
69 H 2.65 -2.69 -0.55  0.00

Calculated values
* ⟨S²⟩: 0.769
* multiplicity: 2
* net charge: +1
* Kohn-Sham gap (spin up / spin down): 6.71 / 6.90 eV
* maximum force: 0.002 Eh/bohr
* energy above the lowest of the compared OMol25 structures with the same formula, charge and spin: 0.000 eV